This record from OMol25 describes a cluster of 14 separate species, C24H82N6O14 in total. The level of theory is wB97M-V/def2-TZVPD.

Results
Kohn-Sham gap, eV: 9.23
Energy relative to the best compared isomer or geometry (same formula, charge and spin), kcal/mol: 77.0
Charge: 0
2S+1: 1
F_max, Eh/bohr: 0.0603
Highest occupied orbital energy, eV: -9.1

The geometry in XYZ format:
```
126
Properties=species:S:1:pos:R:3:forces:R:3
C -2.141 -0.041 -3.828 -0.930 -1.792 -0.727
C -3.186 1.056 -3.525 1.377 -0.926 -0.718
C -4.690 0.750 -3.860 2.103 -0.262 -2.267
O -4.831 0.323 -5.278 0.087 0.122 0.899
C -4.588 1.382 -6.195 0.058 0.513 0.508
N -3.050 1.245 -2.123 -0.690 0.864 1.697
H -2.283 -0.937 -3.224 -0.522 0.066 0.431
H -1.080 0.149 -3.661 -0.137 0.949 -0.119
H -2.245 -0.451 -4.832 0.094 0.381 -0.385
H -2.754 1.891 -4.076 -0.719 0.654 -0.367
H -5.282 1.660 -3.761 -0.182 -0.082 0.490
H -4.972 -0.089 -3.224 -0.399 0.174 -0.174
H -4.742 1.145 -7.247 -0.193 -0.814 0.260
H -3.569 1.761 -6.124 0.176 -0.005 0.098
H -5.259 2.215 -5.988 -0.128 0.238 0.132
H -3.596 2.041 -1.825 -0.432 0.157 0.204
H -2.113 1.536 -1.883 0.264 -0.412 0.091
C 2.351 6.992 3.294 -0.257 -0.617 -0.486
C 3.068 5.781 3.881 -1.154 -0.350 0.720
C 2.298 4.412 3.538 -0.520 1.993 0.868
O 0.922 4.472 4.081 0.482 -0.770 -1.339
C -0.011 3.586 3.393 0.363 0.938 0.057
N 4.428 5.729 3.366 0.177 -0.979 -0.372
H 2.838 7.914 3.611 0.089 0.018 -0.307
H 1.285 7.082 3.502 0.102 -0.294 0.570
H 2.372 6.829 2.216 0.351 0.555 -0.263
H 3.102 5.898 4.964 -0.322 -0.164 0.318
H 2.786 3.562 4.014 0.210 -0.088 -0.296
H 2.330 4.399 2.449 -0.277 -0.543 -0.123
H 0.403 2.612 3.132 0.192 -0.128 0.424
H -0.389 3.999 2.458 0.438 0.457 -0.293
H -0.936 3.501 3.964 0.408 -0.200 0.595
H 4.925 5.012 3.875 0.182 -0.248 -0.091
H 4.989 6.560 3.490 -0.471 0.388 0.071
C 0.430 4.386 -4.607 0.387 0.397 0.968
C 0.868 2.999 -4.077 -0.064 0.840 -0.761
C 0.290 2.599 -2.736 -0.694 -0.125 1.354
O 0.541 3.582 -1.691 0.600 -0.522 -0.123
C 0.211 3.092 -0.381 -1.760 0.235 -0.512
N 0.614 2.020 -5.146 0.357 -0.619 0.505
H -0.651 4.436 -4.736 -0.106 -0.134 0.047
H 0.887 4.668 -5.555 0.106 -0.502 -0.163
H 0.723 5.199 -3.943 -0.153 -0.041 0.322
H 1.940 2.948 -3.889 0.204 0.399 -0.309
H 0.658 1.621 -2.425 0.698 -0.095 -0.040
H -0.778 2.381 -2.762 -0.424 0.610 -0.399
H -0.848 2.834 -0.423 -0.238 -1.023 -0.163
H 0.060 3.845 0.392 1.244 0.816 -0.469
H 0.774 2.254 0.030 0.275 0.028 -0.508
H 1.157 2.340 -5.936 0.145 -0.195 -0.154
H -0.339 2.012 -5.480 -0.332 0.165 0.280
C 1.933 -1.448 -1.188 0.401 0.060 -0.351
C 0.744 -2.006 -0.488 -1.401 0.440 -0.177
C -0.522 -1.099 -0.608 -0.114 -0.432 0.100
O -0.450 0.104 0.084 -0.707 0.786 2.218
C -0.583 -0.053 1.549 1.538 -0.100 -1.373
N 0.459 -3.345 -1.046 -0.274 1.011 0.311
H 1.990 -0.376 -0.998 0.372 0.006 -0.015
H 1.868 -1.630 -2.261 -0.186 0.235 -0.209
H 2.822 -1.992 -0.868 0.198 0.283 0.144
H 0.965 -2.077 0.577 -0.066 -0.268 0.078
H -1.377 -1.654 -0.222 -0.209 -0.424 0.002
H -0.819 -0.743 -1.594 0.532 -0.698 -0.502
H 0.426 -0.372 1.814 -0.072 0.240 0.889
H -1.242 -0.840 1.915 -0.410 -0.076 -0.582
H -0.855 0.899 2.004 0.106 0.002 -0.276
H -0.366 -3.720 -0.599 -0.125 -0.344 0.494
H 0.087 -3.144 -1.963 0.292 0.069 -0.387
C 6.062 -0.503 -1.541 -1.084 -0.521 1.426
C 6.130 -0.151 -0.031 0.360 1.483 -0.095
C 4.748 0.062 0.599 0.293 -0.200 -0.261
O 4.717 0.313 2.025 -0.081 -0.752 -1.191
C 3.417 0.042 2.571 0.465 0.379 0.378
N 6.899 -1.150 0.679 0.209 -0.576 0.176
H 5.404 0.192 -2.062 0.490 0.225 -0.244
H 5.545 -1.462 -1.589 0.022 -0.255 -0.175
H 7.054 -0.650 -1.968 -0.111 0.416 -0.097
H 6.744 0.745 0.060 -0.415 0.782 -0.177
H 4.258 -0.872 0.323 -0.631 -0.059 0.497
H 4.257 0.882 0.075 -0.178 0.117 -0.075
H 2.747 0.899 2.496 -0.042 0.271 -0.438
H 3.545 -0.103 3.644 0.110 -0.297 -0.079
H 2.929 -0.823 2.123 0.166 -0.175 -0.009
H 7.806 -1.029 0.251 0.497 -0.728 -0.025
H 7.058 -0.772 1.602 -0.198 -0.141 0.510
C -4.997 -3.941 4.388 1.364 0.474 0.729
C -5.003 -2.844 3.302 -0.889 0.175 0.200
C -4.412 -1.464 3.659 -0.040 -1.736 -0.631
O -5.122 -0.927 4.725 1.047 0.436 0.963
C -4.687 0.396 5.055 -1.760 0.792 -0.182
N -4.368 -3.397 2.089 -0.458 -0.336 0.227
H -5.635 -3.688 5.235 -0.383 -0.160 -0.344
H -4.027 -4.068 4.869 0.508 0.589 0.014
H -5.101 -4.973 4.053 -0.940 0.203 -0.504
H -6.063 -2.648 3.146 -0.279 0.076 -0.340
H -4.520 -0.830 2.779 0.136 0.173 -0.286
H -3.358 -1.682 3.832 0.387 0.635 0.463
H -3.667 0.727 4.860 0.272 -0.850 0.060
H -4.999 0.659 6.066 0.445 -0.595 0.281
H -5.330 1.071 4.490 0.086 0.270 -0.517
H -5.034 -4.121 1.860 0.370 -0.752 -0.275
H -4.418 -2.827 1.257 0.013 0.831 0.127
O 2.236 -4.317 0.937 -0.478 -0.215 0.698
H 3.142 -4.139 0.683 0.591 0.122 0.147
H 1.717 -4.053 0.177 -0.313 -0.216 -0.361
O 4.733 -3.452 0.521 -0.106 -0.159 -0.237
H 5.335 -3.925 -0.053 0.170 -0.132 -0.181
H 5.290 -2.839 1.001 0.432 0.406 0.176
O 0.940 -3.296 3.340 0.432 0.516 0.420
H 1.438 -3.549 2.563 0.518 -0.383 -0.467
H 0.030 -3.494 3.118 -0.463 -0.023 0.034
O -2.189 -4.542 -0.619 0.148 -0.109 0.076
H -2.979 -4.176 -1.016 -0.398 0.212 -0.294
H -2.503 -5.275 -0.090 0.051 -0.201 0.267
O -1.063 -3.680 -3.424 0.052 0.199 -0.289
H -0.662 -4.513 -3.178 0.041 -0.380 0.220
H -1.366 -3.816 -4.322 0.001 0.026 -0.419
O -1.700 -3.666 3.178 0.366 0.018 0.254
H -2.477 -3.428 2.671 -0.715 -0.160 -0.525
H -2.034 -4.220 3.883 0.022 -0.152 0.169
O 2.324 -5.090 -2.135 0.876 -0.594 -0.655
H 1.914 -4.302 -1.780 -0.529 0.337 0.366
H 1.598 -5.592 -2.505 -0.064 -0.165 0.030
O -3.661 -3.253 -2.768 -0.744 -0.031 0.349
H -3.932 -2.880 -3.606 -0.248 0.154 -0.124
H -2.704 -3.266 -2.809 0.672 -0.076 -0.105
```
Forces are in eV/Å.


This record from OMol25 describes a structure of composition C5H6FeLi2O4. The level of theory is wB97M-V/def2-TZVPD.

Results
Kohn-Sham gap (alpha / beta), eV: 7.59 / 6.90
Energy relative to the best compared isomer or geometry (same formula, charge and spin), kcal/mol: 0.0
Charge: +2
2S+1: 5
F_max, Eh/bohr: 0.0834
Highest occupied orbital energy (alpha / beta), eV: -15.7 / -15.7

The geometry in XYZ format:
```
18
Properties=species:S:1:pos:R:3:forces:R:3
O 1.143 -1.043 -0.781 0.859 -0.707 0.005
C 1.471 -0.588 0.350 -3.735 0.108 -2.106
O 2.018 0.573 0.282 1.139 1.287 1.371
Fe 0.916 1.131 -1.331 -1.229 -0.495 -0.128
Li 2.941 1.381 1.720 0.033 -0.022 0.121
O -0.993 1.039 -1.334 1.566 1.453 -0.222
Li -0.191 -1.938 -1.820 -0.363 0.198 0.519
C -1.521 -0.084 -1.049 -1.538 -1.751 -0.401
O -2.831 0.028 -0.936 1.234 0.802 -0.037
C -3.586 -1.101 -0.512 -0.334 -0.861 0.210
H -4.447 -0.722 0.049 0.291 -0.076 -0.193
H -3.938 -1.677 -1.377 0.083 0.281 0.178
H -2.974 -1.744 0.132 -0.177 0.146 -0.110
C 0.816 -1.118 1.563 2.308 0.373 2.537
C 0.116 -0.448 2.525 -0.814 -1.309 -1.501
H 1.325 -2.025 1.899 -0.163 -0.070 -0.040
H 0.005 -0.904 3.511 -0.031 -0.078 -0.364
H -0.680 0.257 2.266 0.871 0.719 0.163
```
Forces are in eV/Å.


This record from OMol25 describes a cluster of 2 separate species, C2H9N2 in total. The level of theory is wB97M-V/def2-TZVPD.

Results
Kohn-Sham gap, eV: 10.34
Energy relative to the best compared isomer or geometry (same formula, charge and spin), kcal/mol: 27.6
Charge: +1
2S+1: 1
F_max, Eh/bohr: 0.0600
Highest occupied orbital energy, eV: -14.9

The geometry in XYZ format:
```
13
Properties=species:S:1:pos:R:3:forces:R:3
C -1.099 -1.153 -0.492 -0.269 -0.983 -1.522
C -0.534 -0.137 0.321 -1.237 -0.304 2.177
N 1.879 0.595 -0.284 -0.064 2.733 -1.014
N -1.078 0.927 0.791 -0.403 -0.788 -1.933
H -0.271 -1.832 -0.655 -0.382 -0.547 -0.466
H -1.573 -0.856 -1.401 0.014 0.483 -0.899
H -1.934 -1.658 0.002 0.323 -0.077 0.621
H 0.194 -0.541 0.961 1.272 0.140 0.523
H 2.314 -0.118 0.225 1.029 -1.157 1.015
H 2.304 1.534 0.037 -0.807 -2.097 -0.920
H 2.130 0.421 -1.270 -0.064 0.479 0.696
H -1.845 1.420 0.390 -0.603 0.239 -0.415
H -0.485 1.398 1.375 1.190 1.880 2.138
```
Forces are in eV/Å.


This record from OMol25 describes a cluster of 2 separate species, C4H9N2O2P in total. The level of theory is wB97M-V/def2-TZVPD.

Results
Kohn-Sham gap (alpha / beta), eV: 7.95 / 7.69
Energy relative to the best compared isomer or geometry (same formula, charge and spin), kcal/mol: 62.9
Charge: 0
2S+1: 1
F_max, Eh/bohr: 0.0234
Highest occupied orbital energy (alpha / beta), eV: -7.2 / -7.5

The geometry in XYZ format:
```
18
Properties=species:S:1:pos:R:3:forces:R:3
C -2.684 -1.247 -0.307 0.323 -0.742 -0.390
C 3.191 0.158 -0.327 -0.267 0.433 -0.287
C 1.771 0.485 -0.842 -0.258 0.000 -0.165
C -3.101 0.856 0.627 -0.385 0.115 0.004
N 3.183 -1.029 0.484 0.383 -0.928 0.662
N 1.971 -1.439 0.650 0.979 -0.236 0.191
O -3.841 -1.546 -0.348 -0.430 0.047 0.100
O -2.176 -0.113 0.138 -0.022 0.642 0.150
P 0.623 -0.731 0.006 -0.421 0.456 -0.314
H 3.891 -0.002 -1.152 0.000 0.072 0.085
H 3.591 0.974 0.288 -0.006 -0.037 -0.074
H 1.473 1.510 -0.614 0.043 -0.083 -0.044
H 1.688 0.350 -1.924 0.021 0.068 0.101
H -3.994 0.869 0.000 0.087 0.064 0.094
H -2.593 1.817 0.599 0.007 -0.081 0.010
H -3.389 0.612 1.651 0.018 0.008 -0.070
H -1.859 -1.890 -0.652 -0.172 0.060 0.045
H 1.886 -2.264 1.241 0.102 0.142 -0.098
```
Forces are in eV/Å.